The following is a quantum chemistry calculation of 18 unconnected molecules or ions with the total composition C58H80N28O26 in a non-equilibrium geometry, from OMol25.

Geometry as XYZ:
```
192
Properties=species:S:1:pos:R:3:forces:R:3:mulliken_charge:R:1
H -3.84577 2.38920 1.27914 -0.15 -0.41 -0.26 0.217
C -1.09799 4.33616 3.89909 0.56 1.09 -1.05 0.438
C -0.68172 -8.29790 5.49723 -0.08 -0.76 0.59 -0.408
H 0.56231 -2.92375 -7.43499 -0.03 1.12 1.11 0.236
O 0.62041 -3.13905 2.63899 0.18 -0.10 -0.63 -0.501
N 3.54559 -5.24711 -3.74066 0.11 -0.33 1.84 -0.616
H -3.95608 3.91408 -3.74596 0.27 0.76 0.29 0.368
H 3.98609 2.21909 -5.71553 1.47 -0.59 2.10 0.202
H -6.19273 2.95316 1.15289 -0.57 0.04 0.85 0.183
H 1.75584 0.37470 2.15970 0.36 0.56 0.43 0.354
O -6.26561 -0.13195 0.51202 -0.15 -0.89 0.37 -0.682
H 6.93277 4.46509 -1.29556 -0.95 0.35 0.09 0.407
H -0.30430 2.13899 -7.21599 -0.31 0.30 0.32 0.251
C 4.53395 -1.34324 -0.53604 0.58 0.17 0.05 -0.346
O 3.97359 -0.13987 -4.34097 -0.38 -0.33 -0.23 -0.661
N -5.16859 -0.13196 3.83250 0.34 -1.10 -1.85 -0.312
N 4.61634 2.61007 2.39676 -0.44 -0.01 -2.10 -0.593
H 0.91717 -2.72350 5.00027 0.02 -0.16 -0.18 0.683
C -4.44720 -1.81730 -0.70065 -0.82 0.42 0.38 0.192
H 5.30659 2.34964 1.68451 -0.11 -0.04 0.58 0.185
H -6.97540 3.71686 2.59028 0.88 -0.33 -0.66 0.236
C 4.24547 -0.91810 -1.81133 0.26 0.42 0.90 0.670
C 6.30005 0.28386 -0.32239 0.81 1.04 0.53 -0.863
N -1.30487 2.04484 -6.97659 -0.03 0.76 -0.60 -0.201
N -2.02845 5.33083 3.95883 -0.21 -0.71 0.38 -0.330
C -0.95315 -5.67727 4.65620 -0.91 -0.34 -1.43 -0.193
O 2.08273 6.87183 1.03300 -0.39 -0.21 -1.06 -0.639
H 3.29766 -4.51924 -0.46924 0.15 -0.57 -0.20 0.496
O 1.90380 2.60990 -2.16118 -1.10 -0.97 0.45 -0.601
C 1.21781 -4.92236 -0.44021 1.68 0.59 -0.51 0.740
O -4.15143 -1.68145 2.53418 0.25 0.74 2.17 -0.389
N 1.94069 0.77192 -6.20212 -1.76 0.86 -0.58 0.024
H -0.95773 -5.12846 6.68475 -0.06 -0.11 0.41 0.492
H -3.08802 2.92731 2.74199 0.92 -0.08 -0.17 -0.299
C -2.69148 -1.98082 -2.32073 0.09 0.81 0.25 -0.762
H 0.92033 4.17623 3.47006 -0.59 0.70 0.36 0.075
C -1.36964 0.49350 1.07892 0.01 0.11 -0.06 0.361
C 5.01971 0.10098 -2.29001 -0.15 0.26 -0.26 -0.618
H -1.71522 6.30602 4.06945 -0.85 -1.07 -0.04 0.201
H 4.96061 -3.85910 -5.07946 0.32 0.11 -0.67 0.286
N -3.17040 0.98279 -6.16000 1.31 2.32 -1.48 -0.430
C -3.72786 0.18972 -1.92225 0.16 -0.46 -0.10 -0.532
N -2.47778 -3.92538 1.82681 -0.66 0.40 0.41 1.017
H -3.00266 4.96737 4.00808 0.61 1.09 -0.01 0.237
H -3.73037 1.28227 -2.03751 -0.22 -0.68 -0.04 0.764
H 5.67553 -1.09336 1.18243 0.24 0.32 0.01 0.392
H 1.87457 2.13664 4.17031 -0.04 0.20 -0.21 0.592
O -1.18480 -6.59717 8.52684 0.38 -1.07 -0.35 -0.586
C -3.46321 -2.56127 -1.30790 -0.11 -1.36 -1.26 -0.517
O -1.08722 0.03004 -5.95917 -0.64 0.45 -0.51 -0.590
H -5.31487 -5.25877 1.63099 -1.07 -0.74 -0.51 0.257
H 7.09149 0.69471 0.27262 0.34 0.23 0.11 0.516
H 6.67459 1.46778 -2.11548 -0.55 -0.64 0.62 0.439
H -0.47847 -9.28312 5.92129 -0.25 0.22 -0.31 0.455
H -0.88881 -5.50305 -0.29793 1.19 -0.11 0.25 0.321
H 3.12310 -5.56395 -2.86108 -0.17 0.00 -0.65 0.308
C -1.82419 6.50996 -4.40492 -0.45 1.05 -1.32 -0.169
C -1.03979 -0.43674 0.09186 0.25 1.61 0.43 -0.580
N 1.22861 -2.10790 2.39581 -0.17 -0.01 0.15 0.590
H 3.42045 -1.25158 -2.37263 -0.64 -0.77 -0.66 0.631
C 2.25296 1.99881 -6.65035 1.54 -0.28 -0.21 0.705
C 0.97067 -0.71460 5.78703 -0.24 -1.01 0.59 -0.651
H 6.31472 5.25812 1.07309 0.28 -0.48 -0.79 0.420
O 1.29019 6.46406 -0.94819 -0.02 0.01 0.04 -0.574
O 1.48291 2.74818 -7.21010 -1.85 0.67 -0.69 -0.766
H -4.86128 -3.66142 2.10586 -0.29 -0.36 0.33 0.152
H 2.47590 2.94113 -0.18446 -0.40 0.36 0.21 -0.972
H 1.08285 -2.07977 -3.53723 0.01 0.14 -0.25 -0.651
H -2.81879 -3.02460 2.16173 0.38 -0.05 -0.11 -0.181
N 1.35550 1.49896 -2.15020 1.64 -1.05 -1.16 0.957
C 1.61800 1.09921 4.27499 -0.43 -0.22 -0.83 -0.391
N -3.22165 -1.24046 4.61683 -1.17 0.14 0.14 -0.001
H 1.91387 -8.30109 1.24896 0.71 0.09 -0.46 0.374
H 0.40118 5.80216 3.77173 -0.20 -0.37 -0.07 0.223
H -3.06553 4.35568 -1.43668 -0.17 -0.16 0.49 0.741
H -4.92190 3.28561 5.33169 -0.09 0.63 -0.51 0.324
C 0.42501 1.15823 -1.00111 -0.02 -0.15 -0.27 -0.372
O -1.42274 3.13402 3.76690 0.86 1.35 0.06 -0.491
H -1.56889 7.13321 -5.29677 0.05 -0.60 0.99 0.398
O 1.69827 -1.80508 1.30937 -0.12 -0.21 0.43 -0.002
H 5.01382 3.32699 3.00195 -0.57 -0.18 -0.11 0.314
N -3.16856 5.25304 -6.05612 0.05 -0.38 0.26 0.967
H 3.86344 -6.79847 0.54670 1.50 -0.25 0.16 0.605
N -2.83853 1.83261 5.57573 0.36 1.26 -1.90 -0.055
N -4.94335 2.63926 6.09016 -0.57 -1.94 1.48 -0.354
C 2.55935 -5.28924 -0.25381 -0.23 0.17 0.52 -0.518
H -0.34050 -7.65372 0.65689 0.62 0.25 0.18 0.513
H -1.55807 -4.07088 1.47660 0.48 0.23 -0.25 -0.415
N -6.18089 3.24568 2.13917 0.50 -0.20 -0.93 -0.314
O 2.58377 3.64935 2.33745 -1.56 1.10 1.02 -0.683
O 1.96800 -3.55217 -5.44435 -0.63 0.43 0.30 -0.796
H 4.12536 -2.23725 -0.13050 -0.74 -0.29 0.29 0.261
N 4.72111 0.50648 -3.66592 2.10 1.02 0.32 1.250
H 6.23072 -3.52358 -3.99488 0.17 0.36 -0.04 0.280
C -4.05429 1.59333 6.09613 -0.03 -1.09 0.46 0.328
C -2.82038 -0.61469 -2.62208 0.82 0.35 -0.65 -0.661
H -1.89934 -2.54025 -2.80484 -0.21 -0.11 -0.08 0.759
C 1.84211 -7.37547 0.67547 -1.95 -0.31 0.74 -0.697
N 3.22547 2.66711 0.41529 2.07 -1.02 0.80 1.779
H 5.41073 4.91275 -3.14791 -0.87 -0.20 1.04 0.355
H 0.77046 -1.07334 6.82488 0.06 0.70 -0.95 0.371
O -4.85953 4.15406 3.68583 0.66 0.50 1.21 -0.873
N -4.63030 -4.64294 1.96008 -0.94 1.97 1.02 -0.368
O -4.27734 0.45937 6.58893 -0.67 1.12 0.04 -0.811
C -2.71813 5.49037 -4.62752 -0.99 -0.41 1.19 0.199
H -0.18023 -1.53211 -6.62340 -0.27 0.13 -0.04 0.219
H -1.27555 -6.57058 2.70978 0.00 0.10 0.18 0.351
N 0.77750 -1.80032 -4.46334 -0.81 0.34 0.94 1.047
O 1.66023 0.63350 -3.01486 -1.53 1.73 2.46 0.105
C 1.63605 0.21093 3.23229 -0.60 -3.15 -0.58 0.418
C -3.41525 -4.84545 1.47354 1.96 -0.39 -0.38 0.406
H -1.07654 -4.64062 4.29375 0.21 -0.80 0.09 0.324
H -2.08817 0.23168 1.88024 0.47 0.25 -0.55 0.089
N 3.59372 2.38521 -6.57896 -1.19 0.95 -1.80 -0.515
C 3.50110 5.90455 -0.48798 -1.26 -0.30 -1.16 -0.227
H -2.29787 1.00375 5.36822 -0.10 0.03 0.17 0.167
N -5.47550 0.38282 -0.24270 -1.03 -0.45 0.39 1.239
C -0.77969 -7.24885 6.37497 0.17 -0.48 0.41 0.076
H -2.58372 -2.01489 4.50880 -0.24 0.03 0.08 -0.060
O -0.16419 -3.14383 -0.92073 -1.27 0.62 0.34 -0.317
H 0.54734 3.08560 -0.01489 -0.32 -0.19 -0.28 0.828
H -5.69045 -0.13533 2.93337 -0.03 0.31 1.39 0.171
H -1.94223 2.83360 -6.98460 0.49 0.04 -0.39 0.057
H -3.48545 -0.87558 5.54723 0.42 -0.14 -0.23 0.438
H 4.22071 6.00553 1.48755 -0.86 0.87 2.29 0.634
H 3.68529 3.36818 -6.87571 -0.13 -0.91 0.29 0.282
H 1.07814 1.33561 6.29033 -0.11 -0.20 -0.19 0.387
C 5.02218 5.04659 -2.10602 -0.24 0.03 -1.08 -0.549
C -2.76295 4.97532 -2.25105 1.35 1.18 -1.30 -0.526
C -1.73915 5.96722 -2.08759 -1.53 -0.23 0.45 -0.379
N 0.20755 4.81309 3.86574 -0.04 -1.71 -0.15 -0.345
N 5.52123 -4.16017 -4.30176 -0.63 0.19 0.22 -0.510
O -3.01065 6.13368 -6.88260 -0.03 -0.51 0.79 -0.565
N 0.51251 -2.25689 -6.63652 0.40 -1.93 -1.83 -0.216
C -0.78161 1.76056 0.99164 0.46 -1.30 -1.59 -1.032
H -3.43121 0.09785 -5.90259 -1.29 -2.40 0.67 0.293
C -4.19846 -1.10128 3.67722 0.39 -0.04 -2.15 -0.143
O 4.92877 -4.43034 -2.12510 0.86 0.28 2.38 -0.594
H -0.70305 7.60847 -3.06152 1.17 1.28 0.70 0.513
O -0.19777 -8.50902 8.19206 -0.26 0.05 0.20 -0.577
C 5.51547 -0.68380 0.18852 -1.10 -2.56 1.48 -0.858
C 0.19024 -5.73791 -0.10438 -1.88 -1.39 0.33 -0.388
H -5.13508 -2.28442 0.00393 0.25 0.32 -0.09 0.391
H -0.04175 -1.11946 -4.50401 1.72 -1.51 -0.37 0.093
C -4.57837 -0.45674 -1.01461 1.35 0.11 -0.15 -0.541
C -0.92703 -5.94861 5.99192 0.31 1.33 -0.43 -0.377
N 0.90351 -3.62971 -1.13477 1.34 -1.36 -0.50 0.640
C 3.74222 5.51527 -1.81065 -0.07 0.61 -0.14 -0.241
C 4.40325 5.76633 0.51396 1.04 -0.47 -1.54 -0.261
C -1.06762 -6.77569 3.75925 0.01 2.43 -1.20 -0.181
H 2.59972 0.20191 -5.76682 1.03 -0.84 0.73 0.178
O 1.69980 -3.20658 -1.96977 -0.04 -0.11 0.81 -0.479
C -4.93939 3.48581 2.66145 -1.23 0.05 -0.54 0.560
C -1.79859 0.96724 -6.40150 0.24 -0.73 1.41 0.354
N -3.81782 3.00808 2.05966 -0.83 0.41 0.23 0.403
H -1.13807 -8.93129 3.50390 0.53 0.80 0.13 0.405
H -3.72184 1.44797 -6.89257 0.22 -0.46 0.75 0.201
C 1.06983 -1.68024 4.78883 -0.04 1.00 -0.01 -0.735
H -5.83748 2.37475 6.52418 0.68 0.47 -0.60 0.272
H -3.41535 -3.67487 -1.16434 0.13 1.32 0.22 0.425
C 1.33033 -1.18032 3.52735 0.49 1.84 -0.69 -0.505
C -0.92204 -8.05805 4.14763 -0.26 -1.94 0.78 -0.779
C -3.27656 4.75612 -3.51324 0.58 -0.57 -2.16 -0.426
C 0.51118 -6.98410 0.46751 -0.42 0.45 -0.69 -0.547
C 4.67059 -4.53618 -3.28260 -0.85 -0.98 -2.56 0.460
H -1.37657 6.07183 -1.07643 0.35 0.30 -0.03 0.507
H 2.96310 5.67342 -2.57136 0.52 -0.13 0.44 0.435
O 5.38900 1.46425 -4.05529 -0.76 -0.01 -0.42 -0.743
N 2.17619 6.45534 -0.12168 0.40 0.18 1.06 1.118
H -1.01159 2.52344 1.65017 -0.39 1.16 1.49 0.208
H 0.94946 0.51760 -6.14031 0.63 0.10 -0.01 -0.119
C 3.40065 3.02044 1.73168 1.54 -0.57 -0.57 0.459
H -2.11997 -0.15366 -3.39360 -1.10 -0.60 1.10 0.499
C 5.91053 4.85413 -1.07013 2.49 -0.38 -0.53 -0.425
H -2.76537 2.51419 4.77344 0.16 -0.77 1.61 0.124
C 0.10058 2.09136 -0.04623 0.08 0.87 0.71 0.371
H 2.83898 -4.78171 -4.29828 0.26 0.42 -0.45 0.514
C -0.14848 -0.09790 -0.89229 1.13 -0.16 -1.98 0.515
H 0.12241 -0.78706 -1.69338 -0.27 -0.11 0.37 -0.235
C 5.64259 5.25633 0.20709 -0.12 0.11 1.40 -0.519
H 3.97652 2.17333 -0.06107 -0.29 0.18 0.14 -0.530
C -1.38738 6.83202 -3.11562 -0.88 -2.55 -0.70 -1.036
N -0.72771 -7.48701 7.80568 0.16 0.62 0.86 0.936
H -5.58993 0.11755 4.70633 0.06 0.01 0.29 0.292
C 6.06325 0.70698 -1.58438 0.08 1.09 -2.56 -0.186
H -1.53392 -1.34308 -0.03211 -0.62 -1.57 0.37 -0.243
C 2.87697 -6.54000 0.33046 -1.50 1.79 -0.73 -1.073
O -3.13119 -5.82887 0.80848 0.37 -0.91 -0.53 -0.701
O -3.64761 4.14656 -6.31612 0.30 0.75 0.38 -0.624
O -5.45330 1.58694 -0.38046 0.80 1.20 -0.56 -0.754
C 1.15247 0.61688 5.46940 0.55 0.69 2.51 -0.679
C 1.13011 -2.64686 -5.49332 -0.39 1.16 -0.14 0.256
```
Positions in Å, forces in eV/Å.

HOMO energy (hartree): -0.3370
Calculated total energy (a.u.): -5747.28238
Orbital gap (Eh): 0.2927
LUMO (eV): -1.2